Record 1
Here is a structure of composition C23H32AsCl5KN13 from OMol25. Energies are from wB97M-V/def2-TZVPD.

Geometry as XYZ:
```
75
Properties=species:S:1:pos:R:3:forces:R:3:mulliken_charge:R:1
K 0.7673 0.2413 -1.6883 -0.6 0.2 0.0 1.789
N -1.8173 0.8521 -0.7148 -0.2 0.3 -0.1 -0.159
C -1.6930 2.3017 -0.8878 0.1 -0.1 0.0 -0.383
C -1.1002 2.9565 0.3589 0.1 0.0 0.1 -1.308
N 0.3361 2.7436 0.5193 -0.1 0.0 -0.1 1.519
C 0.7362 2.1287 1.7691 -0.1 0.0 -0.1 0.345
C 2.1835 1.6329 1.7887 0.0 -0.1 -0.1 -1.361
N 2.5061 0.8674 0.5893 -0.1 0.1 0.2 -0.002
C 1.1298 3.8854 0.1134 0.0 -0.1 0.0 -0.987
C 1.1503 4.1049 -1.3977 0.0 -0.1 0.0 -1.070
N 1.4906 2.8630 -2.0626 0.1 0.2 -0.1 -0.233
H -1.8540 0.4262 -1.6500 -0.1 0.1 0.1 -0.223
H -2.6831 0.6241 -0.2400 0.0 0.0 0.0 0.274
H -2.6459 2.7926 -1.1315 0.0 0.0 0.0 0.462
H -1.0173 2.4726 -1.7307 -0.1 0.0 0.0 -0.023
H -1.6171 2.5664 1.2448 0.0 0.0 0.0 0.465
H -1.3102 4.0384 0.3355 0.0 0.0 0.0 0.291
H 0.0786 1.2671 1.9184 0.0 0.0 0.0 -0.805
H 0.5865 2.7866 2.6487 0.0 0.1 0.0 0.214
H 2.3046 1.0732 2.7268 0.0 0.0 0.0 0.481
H 2.8749 2.4767 1.8525 0.0 0.0 0.0 0.521
H 1.8898 0.0649 0.5001 0.1 -0.1 0.1 -0.533
H 3.4425 0.4836 0.6129 0.0 0.0 0.0 0.244
H 2.1591 3.7198 0.4340 0.0 0.0 0.0 0.314
H 0.7843 4.8134 0.6081 0.0 0.0 0.0 0.285
H 1.8512 4.9293 -1.5937 0.0 0.1 0.0 0.493
H 0.1668 4.4479 -1.7404 0.0 0.0 0.0 0.337
H 2.3103 2.4377 -1.6363 0.0 0.0 0.0 0.182
H 1.7201 2.9582 -3.0456 0.0 0.1 0.0 0.174
N 3.8163 -2.0591 -2.7092 -0.2 0.1 0.1 -0.116
C 3.8848 -0.7298 -3.1440 -0.1 -0.4 0.2 0.113
N 4.9954 -0.2407 -3.6776 0.1 0.3 -0.1 -0.577
N 4.6547 1.0189 -4.0263 0.0 -0.1 0.0 -0.720
N 3.4215 1.2467 -3.7052 0.0 -0.2 0.1 -0.205
N 2.8824 0.1343 -3.1338 0.5 0.3 -0.4 0.158
C 3.1185 -2.5021 -1.5825 0.2 0.2 -0.5 -0.001
N 3.4594 -3.6483 -1.0047 0.1 0.0 0.6 -0.587
N 2.6080 -3.7510 0.0357 -0.2 -0.3 -0.5 -0.875
N 1.7738 -2.7685 0.0125 0.2 0.6 0.2 0.036
N 2.0818 -1.9062 -1.0003 0.3 -0.8 0.3 0.168
H 4.6890 -2.5451 -2.8289 0.0 0.0 0.0 0.298
Cl -1.5849 2.3857 -4.9920 0.0 -0.3 0.0 -0.266
C -1.6859 0.5955 -4.9052 -0.1 0.3 -0.1 0.111
C -1.4492 -0.0094 -3.6993 0.0 0.1 0.1 -1.304
C -1.5713 -1.3769 -3.7031 0.0 -0.3 0.1 1.595
Cl -1.2411 -2.2396 -2.1732 -0.2 0.0 -0.3 -0.208
C -1.9224 -2.1356 -4.8174 0.0 -0.1 0.1 -0.506
Cl -2.0970 -3.8641 -4.7393 0.0 0.1 0.0 -0.224
C -2.1462 -1.4714 -6.0212 0.0 0.0 0.0 0.699
Cl -2.5839 -2.3606 -7.4466 0.0 0.0 0.1 -0.236
C -2.0236 -0.0822 -6.0722 0.0 0.0 -0.1 -0.549
Cl -2.3081 0.7492 -7.5746 0.0 0.0 0.0 -0.230
C -1.1812 -3.3737 1.3230 0.1 0.1 0.0 -1.442
As -0.4234 -1.5603 1.4080 0.1 -0.2 0.0 1.141
C 0.6878 -1.8842 3.0010 0.0 0.0 -0.1 -1.299
C -2.0527 -0.7617 2.3123 -0.1 0.0 0.2 -1.222
C -2.2525 -1.0761 3.7577 0.0 0.1 -0.3 0.063
C -1.6851 -0.2774 4.7526 0.0 0.0 0.1 0.202
C -1.8125 -0.5982 6.0957 0.0 0.0 -0.1 -0.736
C -2.5130 -1.7352 6.4846 0.0 0.0 -0.1 -0.388
C -3.0910 -2.5351 5.5084 0.0 0.0 -0.1 -0.750
C -2.9637 -2.2044 4.1636 -0.1 -0.1 0.1 -0.206
H -1.4468 -3.7236 2.3227 0.0 0.0 0.0 0.430
H -0.4253 -4.0256 0.8878 0.0 0.0 0.0 0.385
H -2.0659 -3.3601 0.6852 0.0 0.0 0.0 0.332
H 0.1039 -2.2717 3.8354 0.0 0.0 0.0 0.481
H 1.1873 -0.9614 3.3033 0.0 0.0 0.0 0.180
H 1.4454 -2.6044 2.6938 0.0 0.0 0.0 0.413
H -2.8791 -1.1475 1.7112 0.0 0.0 0.0 0.612
H -1.9914 0.3125 2.1324 0.0 0.0 0.1 0.021
H -1.1236 0.6032 4.4581 0.0 0.0 0.0 0.386
H -1.3540 0.0394 6.8422 0.0 0.0 0.0 0.387
H -2.6046 -1.9934 7.5321 0.0 0.0 0.0 0.369
H -3.6425 -3.4243 5.7906 0.0 0.0 0.0 0.365
H -3.4185 -2.8324 3.4056 0.0 0.0 0.0 0.402
```
Forces are in eV/Å.

The value obtained for the total energy is -6744.18388 Eh. The value obtained for the gap between HOMO and LUMO is 6.056 eV. As for the net charge: -2. For the HOMO energy, the calculation gives -2.213 eV. The max |F| comes out at 0.91 eV/Å. The value obtained for the energy relative to the best compared isomer or geometry (same formula, charge and spin) is 36.20 kJ/mol. Its multiplicity is 1.


Record 2
Here is a structure of composition C23H32F6N9O6PdS3 from OMol25. Energies are from wB97M-V/def2-TZVPD.

Geometry as XYZ:
```
80
Properties=species:S:1:pos:R:3:forces:R:3:mulliken_charge:R:1
Pd -0.3011 0.2750 0.3324 0.2 2.5 0.2 2.124
F -1.7912 1.4594 5.2952 -0.1 0.0 0.0 -0.201
C -2.4593 1.0080 4.2366 -0.1 -0.1 0.1 0.507
F -3.4741 0.2601 4.6317 0.0 0.0 0.0 -0.189
F -2.9213 2.0476 3.5405 0.1 0.0 0.0 -0.179
S -1.2866 0.0242 3.2123 -0.2 -0.2 -0.3 0.530
O -0.1733 0.9211 3.0313 -0.2 0.0 0.1 -0.554
O -1.0511 -1.2223 3.8730 -0.1 0.2 0.0 -0.594
N -2.1426 -0.1379 1.8120 0.9 -0.8 -0.2 -0.566
S -2.2429 -1.7048 1.3042 0.2 0.3 0.3 0.990
O -0.9247 -2.0987 0.8162 -0.6 -0.3 0.1 -0.606
O -3.0024 -2.5871 2.1203 0.1 0.1 0.0 -0.575
C -3.2870 -1.4606 -0.2087 0.0 -0.1 0.1 0.643
F -2.5972 -0.9033 -1.2051 0.1 0.0 -0.1 -0.141
F -4.3405 -0.7065 0.0531 -0.1 0.0 0.0 -0.242
F -3.6766 -2.6674 -0.5892 -0.1 0.0 -0.1 -0.218
C 3.0176 -2.7041 1.3546 0.0 0.0 0.0 -1.741
C 1.9891 -1.5916 1.3990 0.0 0.1 0.2 0.740
N 2.5193 -0.4265 2.1171 -0.1 0.2 0.0 0.294
C 2.4862 0.8388 1.7253 0.0 -0.3 0.0 0.356
S 1.8787 1.3367 0.1680 -0.3 -0.3 0.0 -0.579
N 2.9756 1.7826 2.5263 -0.2 0.1 0.0 -0.044
C 3.3872 1.5996 3.9174 0.0 0.0 -0.1 -0.765
C 4.8603 1.2586 4.0670 0.0 0.0 0.0 -1.169
H 2.5903 -3.5750 0.8606 0.0 0.0 0.0 0.434
H 3.3209 -3.0114 2.3567 0.0 0.0 0.0 0.412
H 3.9065 -2.3940 0.8056 0.0 0.0 0.0 0.382
H 1.0767 -1.9190 1.9031 0.1 0.0 0.0 0.083
H 1.7268 -1.2694 0.3915 0.1 -0.1 0.0 -0.345
H 2.8142 -0.6048 3.0664 0.1 0.0 0.0 0.244
H 2.9489 2.7159 2.1498 -0.1 0.0 0.0 0.297
H 2.7463 0.8362 4.3638 0.0 0.0 0.0 0.322
H 3.1437 2.5266 4.4355 0.1 0.0 0.0 0.483
H 5.1030 0.3067 3.5940 0.0 0.0 0.0 0.281
H 5.1245 1.1898 5.1211 0.0 0.0 0.0 0.407
H 5.4823 2.0276 3.6109 0.0 0.0 0.0 0.322
O 0.6381 -0.7966 -1.5129 -0.1 -0.6 -0.5 -0.703
C 0.3139 -0.3260 -2.6193 0.3 -0.4 0.4 0.372
O -0.4152 0.6470 -2.8812 -0.3 0.2 -0.2 -0.789
C 0.9591 -1.0483 -3.8169 0.0 0.1 -0.2 -0.318
N 0.4727 -0.3058 -5.0490 0.2 0.0 0.3 -0.016
C 1.6508 0.4307 -5.6224 -0.1 0.0 0.0 -0.585
C 2.8368 -0.4349 -5.2420 0.0 0.0 0.0 -0.647
C 2.4913 -0.9367 -3.8380 0.0 0.0 0.0 -0.518
H 0.6060 -2.0766 -3.8480 0.0 0.0 -0.1 0.414
H -0.2172 0.3546 -4.6085 -0.1 0.0 0.0 0.298
H 0.0322 -0.9159 -5.7306 0.0 0.0 0.0 0.382
H 1.6744 1.4009 -5.1277 0.0 0.0 0.0 0.272
H 1.5066 0.5752 -6.6901 0.0 0.0 0.0 0.410
H 3.7671 0.1276 -5.2737 0.0 0.0 0.0 0.364
H 2.9272 -1.2712 -5.9378 0.0 0.0 0.0 0.298
H 2.8146 -0.2342 -3.0695 0.0 0.0 0.0 0.211
H 2.9559 -1.8953 -3.6228 0.0 0.0 0.0 0.395
C -0.0654 3.7389 1.8071 0.1 0.0 0.0 -0.985
C -1.0687 3.2791 0.8173 0.2 0.2 0.3 0.664
N -1.1072 2.1354 0.1560 -0.1 -0.5 0.1 0.468
C -2.1951 2.1787 -0.6949 -0.1 -0.1 -0.1 -0.702
C -2.8213 3.3636 -0.5403 0.2 0.0 0.1 -1.149
N -2.1004 4.0534 0.4163 -0.1 -0.1 -0.2 0.313
C -2.4058 5.4044 0.8599 0.0 0.1 0.0 -1.330
N -1.3497 6.3290 0.5792 0.1 0.0 0.0 0.804
N -0.6172 6.8503 1.5967 0.1 0.0 0.1 -0.534
N 0.3136 7.5795 1.1250 -0.1 -0.1 -0.1 -0.582
C 0.2271 7.5529 -0.2563 0.2 0.2 0.1 0.228
C 1.0103 8.1916 -1.2240 0.0 0.0 0.0 -0.732
C 0.6765 7.9733 -2.5375 -0.1 -0.1 0.0 -0.521
C -0.4109 7.1395 -2.8925 0.1 0.1 0.0 -0.627
C -1.1882 6.5072 -1.9516 0.1 0.0 0.1 -0.702
C -0.8380 6.7423 -0.6164 -0.2 -0.1 -0.2 1.331
H 0.3726 2.8800 2.2972 0.1 0.0 0.0 -0.124
H -0.5191 4.3849 2.5572 0.0 0.0 0.0 0.513
H 0.7133 4.3164 1.3036 0.0 0.0 0.0 0.182
H -2.4223 1.3696 -1.3628 0.0 0.0 0.0 0.563
H -3.6979 3.7784 -1.0025 0.0 0.0 0.0 0.537
H -2.5858 5.4405 1.9340 0.0 0.0 0.0 0.298
H -3.3142 5.7023 0.3354 0.0 0.0 0.1 0.471
H 1.8339 8.8302 -0.9393 0.0 0.0 0.0 0.447
H 1.2486 8.4477 -3.3218 0.0 0.0 0.0 0.393
H -0.6396 7.0015 -3.9405 0.0 0.0 0.0 0.400
H -2.0136 5.8701 -2.2344 0.0 0.0 0.0 0.392
```
Forces are in eV/Å.

The value obtained for the total energy is -3761.30735 Eh. The value obtained for the gap between HOMO and LUMO (alpha / beta) is 6.848 / 6.848 eV. As for the net charge: +1. For the HOMO energy (alpha / beta), the calculation gives -11.005 / -11.003 eV. The max |F| comes out at 2.47 eV/Å. The value obtained for the energy relative to the best compared isomer or geometry (same formula, charge and spin) is 266.15 kJ/mol. Its multiplicity is 1.


Record 3
Here is an isolated molecule of C23H32FN3O4S from OMol25. Energies are from wB97M-V/def2-TZVPD.

Geometry as XYZ:
```
64
Properties=species:S:1:pos:R:3:forces:R:3:nbo_charge:R:1
C -0.8687 -3.1325 2.5951 -0.1 0.2 0.0 -0.679
C -1.4743 -2.7403 1.3015 0.7 -0.6 -0.8 0.315
O -2.5872 -1.9810 1.2810 -0.2 0.2 0.2 -0.384
C -2.8640 -1.7655 -0.0205 0.9 -0.7 -0.7 0.459
C -3.9698 -0.9348 -0.4371 -0.5 0.3 0.4 -0.132
C -4.1198 -0.6291 -1.7918 0.0 0.0 0.2 -0.160
C -5.1468 0.1867 -2.2202 0.0 0.0 -0.1 -0.231
C -6.0465 0.7166 -1.3067 0.1 0.0 0.1 -0.181
C -5.9191 0.4262 0.0403 0.0 0.0 0.1 -0.282
C -4.8882 -0.3919 0.4622 0.0 0.0 -0.2 0.414
F -4.7890 -0.6636 1.7768 0.0 0.1 -0.2 -0.314
N -2.0144 -2.3492 -0.8198 -0.8 0.5 -0.2 -0.441
C -1.1219 -2.9803 -0.0050 -0.5 0.2 1.2 0.003
C 0.0962 -3.6203 -0.5350 0.6 0.7 0.1 -0.630
S 1.3323 -2.2571 -0.4810 0.2 -0.7 -0.2 2.154
O 1.5310 -1.9156 0.9016 0.2 -0.3 0.3 -0.961
O 0.8848 -1.1997 -1.3479 -0.2 0.0 -0.5 -0.959
C 2.8948 -2.8840 -1.1730 -0.6 0.1 0.5 -0.740
C 4.0249 -1.9109 -0.8104 -0.3 0.0 -0.2 0.674
O 5.0852 -2.3098 -0.3815 0.2 -0.2 0.1 -0.608
N 3.7265 -0.6289 -1.0601 0.0 0.4 0.0 -0.621
C 4.6115 0.4533 -0.6783 0.4 0.1 0.2 -0.222
C 4.5224 0.7985 0.8111 -0.3 0.0 -0.1 -0.415
C 3.0809 1.0781 1.2567 0.2 0.0 0.0 -0.235
N 2.4074 2.0007 0.3576 0.0 -0.1 0.0 -0.473
C 2.7330 3.3771 0.6602 0.0 -0.1 -0.1 -0.413
C 0.9880 1.7188 0.1783 -0.2 0.3 0.0 -0.042
C 0.0736 2.1113 1.3487 0.1 -0.3 -0.1 -0.422
C -1.3342 1.5835 1.0878 -0.1 0.3 0.0 -0.386
C -1.8836 2.1437 -0.2207 0.0 -0.3 0.0 -0.400
C -0.9546 1.7983 -1.3810 -0.1 0.3 0.0 -0.405
C 0.4477 2.3385 -1.1131 0.0 -0.4 0.1 -0.397
H -0.8078 -4.2166 2.6804 0.0 0.0 0.1 0.228
H 0.1385 -2.7214 2.6579 0.0 0.0 0.1 0.261
H -1.4737 -2.7402 3.4075 0.0 0.0 0.1 0.241
H -3.4022 -1.0436 -2.4806 0.1 0.0 -0.1 0.242
H -5.2473 0.4165 -3.2696 0.0 0.0 -0.1 0.220
H -6.8478 1.3574 -1.6409 -0.1 0.1 0.0 0.219
H -6.6052 0.8252 0.7707 0.0 0.0 0.1 0.233
H -0.0266 -3.9166 -1.5707 0.0 -0.1 -0.1 0.259
H 0.4673 -4.4208 0.0958 0.1 -0.1 0.0 0.247
H 3.1087 -3.8610 -0.7504 0.0 0.0 0.1 0.259
H 2.7548 -2.9414 -2.2486 0.0 0.0 -0.1 0.258
H 2.7734 -0.3754 -1.2812 0.0 0.0 -0.1 0.424
H 4.3335 1.3235 -1.2727 0.1 -0.1 0.0 0.214
H 5.6334 0.1477 -0.9166 -0.1 0.1 -0.1 0.217
H 5.1588 1.6652 0.9951 0.1 0.0 0.0 0.201
H 4.9078 -0.0367 1.3966 0.1 0.0 0.1 0.219
H 2.5359 0.1331 1.2658 0.0 0.1 0.0 0.227
H 3.1023 1.4570 2.2923 -0.1 -0.1 0.0 0.172
H 2.2371 4.0371 -0.0469 0.0 0.1 0.0 0.202
H 2.4511 3.6752 1.6821 0.0 0.0 0.0 0.165
H 3.8087 3.5161 0.5539 0.0 0.1 0.0 0.196
H 0.9131 0.6343 0.0564 0.0 0.1 0.0 0.215
H 0.4629 1.6879 2.2775 0.0 0.1 0.1 0.205
H 0.0421 3.1985 1.4528 0.0 0.1 0.1 0.192
H -1.9962 1.8490 1.9160 0.0 -0.1 0.0 0.205
H -1.2962 0.4938 1.0248 0.0 -0.1 0.0 0.188
H -2.8824 1.7427 -0.4104 -0.1 0.1 0.0 0.206
H -1.9712 3.2305 -0.1378 -0.1 0.1 0.0 0.190
H -1.3478 2.2208 -2.3087 0.0 -0.1 0.0 0.202
H -0.8999 0.7142 -1.4987 0.0 -0.1 -0.1 0.211
H 0.4031 3.4266 -1.0289 0.0 0.1 0.0 0.187
H 1.1136 2.0849 -1.9389 0.1 0.0 0.0 0.210
```
Forces are in eV/Å.

The value obtained for the total energy is -1858.92938 Eh. The value obtained for the gap between HOMO and LUMO is 8.394 eV. As for the net charge: 0. For the HOMO energy, the calculation gives -8.019 eV. The max |F| comes out at 1.31 eV/Å. The value obtained for the energy relative to the best compared isomer or geometry (same formula, charge and spin) is 99.37 kJ/mol. Its multiplicity is 1.


Which of these has the lowest energy relative to the best compared isomer or geometry (same formula, charge and spin)? C23H32AsCl5KN13


What is the energy relative to the best compared isomer or geometry (same formula, charge and spin) in the third record? 99.37 kJ/mol